Record 1
{"formula": "C4H11N3", "method": "ωB97M-V with the def2-TZVPD basis set", "species": ["C", "C", "C", "N", "C", "N", "N", "H", "H", "H", "H", "H", "H", "H", "H", "H", "H", "H"], "coordinates": [[-0.1912, -2.4178, 0.7376], [-1.0893, -1.2375, 1.0690], [-0.3116, 0.2275, 0.7739], [-0.1847, 0.4510, -0.6440], [0.6153, 1.4148, -1.2626], [0.5727, 2.6672, -0.7091], [1.1004, 1.0486, -2.3832], [0.1336, -2.4033, -0.2496], [0.8126, -2.3834, 1.4597], [-0.5229, -3.3610, 0.9352], [-1.9173, -1.2653, 0.4867], [-1.4918, -1.2911, 2.1329], [0.7076, 0.1045, 1.2376], [-0.8979, 1.0038, 1.3490], [-0.3409, -0.4502, -1.2044], [0.6667, 2.6241, 0.3009], [0.8131, 3.5584, -1.0615], [1.5256, 1.7095, -2.9680]], "mulliken_charge": [-1.075, -0.708, -0.449, -0.214, 0.424, -0.367, -0.688, 0.329, 0.190, 0.423, 0.423, 0.305, 0.297, 0.282, 0.247, 0.190, 0.183, 0.208], "multiplicity": 1, "homo_energy_ev": -8.53, "smiles": "[H]/N=C(\\N)NCCC"}

Record 2
{"formula": "C4H11N3", "method": "ωB97M-V with the def2-TZVPD basis set", "species": ["C", "C", "C", "C", "N", "N", "N", "H", "H", "H", "H", "H", "H", "H", "H", "H", "H", "H"], "coordinates": [[-1.8286, 0.6028, 0.2225], [0.7078, 0.4751, 0.0040], [1.9277, -0.4537, -0.0938], [-0.5992, -0.2602, -0.0460], [-3.1107, -0.0647, 0.1177], [3.2068, 0.2281, -0.0689], [-0.6125, -1.4909, -0.3013], [-1.5392, -1.9181, -0.3240], [-3.1720, -0.8274, 0.7851], [-3.2394, -0.4458, -0.8145], [3.2795, 0.8744, -0.8479], [3.3074, 0.7636, 0.7875], [-1.8258, 1.4426, -0.4800], [-1.7467, 1.0176, 1.2327], [0.7260, 1.1926, -0.8238], [0.7512, 1.0535, 0.9327], [1.8637, -1.0280, -1.0191], [1.9041, -1.1616, 0.7370]], "mulliken_charge": [-0.601, -0.514, -0.681, 0.576, -0.668, -0.606, -0.645, 0.264, 0.259, 0.262, 0.244, 0.243, 0.317, 0.317, 0.278, 0.269, 0.340, 0.345], "multiplicity": 1, "homo_energy_ev": -8.95, "smiles": "[H]/N=C(\\CN)CCN"}

Record 3
{"formula": "C4H11N3", "method": "ωB97M-V with the def2-TZVPD basis set", "species": ["C", "C", "C", "N", "C", "N", "N", "H", "H", "H", "H", "H", "H", "H", "H", "H", "H", "H"], "coordinates": [[-1.6916, -0.7578, 0.1737], [-1.1224, -0.0226, -1.0082], [0.1789, 0.7690, -1.0911], [1.4483, 0.0444, 1.4102], [2.0679, 0.1141, 0.2444], [1.4498, -0.0823, -1.0833], [-1.7702, 0.1269, 1.3659], [-1.1730, -1.7123, 0.3629], [-2.7515, -0.9629, -0.1061], [-1.0851, -0.6179, -1.9358], [-1.8683, 0.7459, -1.2793], [0.3561, 1.4657, -0.2718], [0.1739, 1.3395, -2.0320], [1.1780, -0.9021, 0.8226], [3.1404, 0.3804, 0.2793], [1.1564, -1.0555, -1.1945], [-1.9166, -0.4407, 2.1973], [-0.7797, 0.3096, 1.5189]], "mulliken_charge": [-0.475, -0.524, -0.709, -0.486, -0.271, -0.456, -0.700, 0.313, 0.343, 0.335, 0.319, 0.454, 0.271, 0.287, 0.409, 0.297, 0.259, 0.334], "multiplicity": 1, "homo_energy_ev": -9.60, "smiles": "[H]/N=C\\NCCCN"}

Record 4
{"formula": "C4H11N3O", "method": "ωB97M-V with the def2-TZVPD basis set", "species": ["C", "N", "O", "H", "H", "H", "H", "H", "C", "C", "C", "N", "N", "H", "H", "H", "H", "H", "H"], "coordinates": [[-1.2613, 1.5754, 2.3495], [1.4214, 0.7428, 0.7014], [-0.6106, 0.4038, 2.0118], [0.7365, 1.2388, 0.1315], [0.6259, 0.7571, 1.7232], [-1.7352, 2.1019, 1.5024], [-0.5413, 2.2985, 2.7970], [-2.0120, 1.3856, 3.1249], [-0.9286, -0.1254, -1.3340], [0.0903, -1.1307, -1.7842], [1.3126, -1.3347, -0.9976], [-0.1450, -1.8087, -2.8381], [1.6159, -0.7474, 0.1126], [0.5856, -2.4901, -3.0463], [2.4440, -1.1008, 0.5898], [1.9430, -2.1642, -1.3182], [-1.8597, -0.3163, -1.8603], [-1.0785, -0.1658, -0.2539], [-0.6032, 0.8800, -1.6115]], "mulliken_charge": [-0.662, -0.709, -0.711, 0.273, 0.481, 0.209, 0.259, 0.233, -1.261, 0.840, -0.126, -0.640, 0.033, 0.217, 0.298, 0.256, 0.347, 0.347, 0.317], "multiplicity": 1, "homo_energy_ev": [-7.78, -7.78]}

Record 5
{"formula": "C4H11N3O", "method": "ωB97M-V with the def2-TZVPD basis set", "species": ["C", "C", "C", "N", "N", "N", "C", "O", "H", "H", "H", "H", "H", "H", "H", "H", "H", "H", "H"], "coordinates": [[-0.0716, -0.6345, -1.0083], [-1.0185, 0.4389, 1.6294], [0.0503, -1.9932, -0.3561], [-1.2795, 0.9969, 0.3028], [-1.2068, 0.1826, -0.7066], [0.7653, 1.7319, -0.1034], [1.3939, 0.4346, -0.4626], [2.0288, -0.1271, 0.4692], [-1.5930, 0.6365, -1.5292], [-0.0361, -0.7275, -2.0939], [1.1142, 2.0942, 0.7764], [0.5871, 2.4152, -0.8295], [1.9022, 0.6019, -1.4444], [-0.9860, 1.2812, 2.3175], [-1.8753, -0.1886, 1.8954], [-0.0895, -0.1227, 1.7081], [-0.8941, -2.5378, -0.3702], [0.3847, -1.9218, 0.6761], [0.8241, -2.5608, -0.8707]], "mulliken_charge": [-0.143, -0.624, -1.209, -0.501, 0.253, -0.435, 0.009, -0.726, 0.318, 0.497, 0.234, 0.242, 0.325, 0.260, 0.302, 0.266, 0.322, 0.258, 0.353], "multiplicity": 1, "homo_energy_ev": [-7.64, -7.65]}

Record 6
{"formula": "C4H11N3O", "method": "ωB97M-V with the def2-TZVPD basis set", "species": ["C", "C", "C", "O", "H", "H", "H", "H", "H", "H", "N", "N", "C", "N", "H", "H", "H", "H", "H"], "coordinates": [[-2.2689, -1.1698, 0.4719], [-0.8913, 0.5492, -0.7048], [-1.3145, -0.7256, -0.5984], [-1.1024, 1.4828, 0.2679], [-0.3905, 2.1389, 0.2272], [-0.3803, 0.8921, -1.5998], [-1.3245, -1.3107, -1.5092], [-3.2982, -1.1130, 0.1202], [-2.0767, -2.2040, 0.7522], [-2.1694, -0.5354, 1.3476], [1.6427, -1.5348, -0.3276], [1.8436, 1.9441, 0.3706], [1.6480, 0.5716, 0.4940], [2.0186, -0.2333, -0.4241], [0.6400, -1.6234, 0.0943], [1.6278, -1.9448, -1.2554], [2.1267, 2.3997, 1.2275], [2.4722, 2.1642, -0.3924], [1.1970, 0.2521, 1.4383]], "mulliken_charge": [-1.035, 0.037, -0.502, -0.548, 0.396, 0.360, 0.371, 0.294, 0.323, 0.298, -0.562, -0.465, -0.143, -0.290, 0.274, 0.301, 0.233, 0.231, 0.429], "multiplicity": 1, "homo_energy_ev": -8.10, "smiles": "C/C=C\\O.N/C=N/N"}

Record 7
{"formula": "C4H11N3O", "method": "ωB97M-V with the def2-TZVPD basis set", "species": ["C", "N", "H", "H", "H", "H", "H", "C", "C", "N", "N", "C", "O", "H", "H", "H", "H", "H", "H"], "coordinates": [[0.6733, -0.2418, 1.7713], [-0.4468, -0.5781, 2.5676], [-1.2787, -0.0694, 2.2903], [-0.6514, -1.5704, 2.4965], [0.8950, 0.8265, 1.7859], [1.5621, -0.7887, 2.0848], [-0.2284, 0.4820, 0.1904], [0.5198, -0.8936, 0.1221], [-0.7427, 0.8385, -0.9631], [1.7304, -0.8493, -0.5395], [-1.8015, 0.0893, -1.3932], [-0.1795, 1.9063, -1.5236], [-0.2483, -1.8419, 0.0320], [2.1945, 0.0426, -0.6087], [1.7501, -1.3902, -1.3924], [-2.0386, 0.1586, -2.3732], [-1.8336, -0.8554, -1.0273], [-0.4807, 2.2794, -2.4949], [0.6050, 2.4556, -1.0251]], "mulliken_charge": [-0.887, -0.543, 0.265, 0.277, 0.417, 0.409, 0.107, 0.498, 0.598, -0.423, -0.515, -1.117, -0.681, 0.248, 0.268, 0.225, 0.290, 0.280, 0.281], "multiplicity": 1, "homo_energy_ev": -8.32, "smiles": "NCC(N)=O.C=CN"}

Record 8
{"formula": "C4H11N3O", "method": "ωB97M-V with the def2-TZVPD basis set", "species": ["C", "N", "C", "N", "H", "H", "H", "H", "H", "H", "C", "N", "C", "O", "H", "H", "H", "H", "H"], "coordinates": [[-1.6728, 0.0558, 3.2301], [-1.7991, 0.2599, 1.7990], [-0.7354, 0.7936, 1.1116], [-0.8686, 1.7189, 0.2476], [-2.4569, -0.6091, 3.5932], [-0.7333, -0.4562, 3.4385], [-1.7152, 0.9904, 3.7935], [-2.6346, 0.7523, 1.4920], [0.2577, 0.4024, 1.3605], [0.0017, 1.8012, -0.2553], [1.0639, 0.6731, -2.4177], [1.0073, -0.6594, -2.6053], [1.8014, -1.6284, -1.8639], [1.6949, 1.2185, -1.5373], [0.4793, 1.2221, -3.1689], [0.3201, -1.0000, -3.2512], [2.6295, -1.0765, -1.4225], [2.1496, -2.4326, -2.5040], [1.2103, -2.0260, -1.0397]], "mulliken_charge": [-0.799, -0.267, 0.076, -0.805, 0.272, 0.314, 0.292, 0.278, 0.321, 0.318, 0.069, -0.131, -0.746, -0.596, 0.352, 0.208, 0.280, 0.296, 0.267], "multiplicity": 1, "homo_energy_ev": -8.91, "smiles": "[H]/N=C/NC.CNC=O"}

Record 9
{"formula": "C4H11N3O", "method": "ωB97M-V with the def2-TZVPD basis set", "species": ["C", "C", "C", "N", "N", "C", "N", "O", "H", "H", "H", "H", "H", "H", "H", "H", "H", "H", "H"], "coordinates": [[-0.7064, -0.7547, -0.7448], [0.3075, 0.2378, 2.2107], [-1.7926, -1.0244, -1.6788], [1.0995, 0.5495, -0.7931], [-0.6184, 0.5626, 1.1417], [-0.3449, 0.6276, -0.3239], [2.1207, -0.1134, -0.0905], [-0.9624, 1.5881, -0.9113], [1.3244, 1.4051, -1.2970], [-1.2566, 1.3241, 1.3409], [-0.0864, -1.5679, -0.3745], [2.5750, 0.4916, 0.5906], [2.8146, -0.4571, -0.7440], [1.0934, 0.9953, 2.3528], [-0.2454, 0.1534, 3.1484], [0.7975, -0.7139, 2.0128], [-1.3511, -1.2465, -2.6613], [-2.4169, -0.1358, -1.7829], [-2.3515, -1.9214, -1.3958]], "mulliken_charge": [-0.191, -0.837, -1.163, -0.301, -0.269, 0.995, -0.513, -0.898, 0.248, 0.254, 0.353, 0.193, 0.240, 0.270, 0.313, 0.312, 0.301, 0.336, 0.357], "multiplicity": 1, "homo_energy_ev": [-8.25, -8.25]}

Record 10
{"formula": "C4H11N3O", "method": "ωB97M-V with the def2-TZVPD basis set", "species": ["C", "C", "C", "C", "N", "N", "N", "O", "H", "H", "H", "H", "H", "H", "H", "H", "H", "H", "H"], "coordinates": [[-0.8483, 0.8546, 0.5007], [-0.5932, 1.1969, 1.9421], [0.6315, 0.3282, -0.3530], [0.3362, -0.7833, -1.2487], [1.9176, 0.4027, 0.1678], [1.1089, -1.9143, -1.0207], [-0.6161, -0.8177, -2.1180], [-0.0603, 1.5235, -0.4611], [2.6500, 0.0878, -0.4538], [2.1358, 1.2714, 0.6243], [1.3620, -2.1052, -0.0607], [0.7771, -2.7234, -1.5238], [-0.9978, 0.1095, -2.2885], [-2.1662, -1.3050, -0.8207], [-1.8856, 0.9849, 0.1989], [-2.1927, -0.9649, -0.0714], [-1.1117, 0.4922, 2.5832], [0.4607, 1.1403, 2.2256], [-0.9080, 2.2217, 2.1781]], "mulliken_charge": [-0.139, -1.246, 0.883, 0.130, -0.551, -0.515, -0.920, -0.503, 0.268, 0.223, 0.235, 0.287, 0.280, 0.190, 0.678, -0.155, 0.273, 0.299, 0.283], "multiplicity": 1, "homo_energy_ev": -8.49}

Record 11
{"formula": "C4H11N3O", "method": "ωB97M-V with the def2-TZVPD basis set", "species": ["C", "C", "C", "N", "C", "N", "O", "N", "H", "H", "H", "H", "H", "H", "H", "H", "H", "H", "H"], "coordinates": [[-1.5574, 0.1711, -0.0827], [1.5007, 0.7589, -0.6953], [-0.0933, -0.3205, 1.8247], [0.7869, -0.4225, -0.2346], [-0.5820, -0.6248, -0.7511], [-1.3607, 1.5671, 0.2054], [1.5977, -1.5735, -0.2600], [-0.8760, -1.6195, -1.5147], [1.9454, -1.6477, -1.1658], [-2.5728, -0.1406, -0.3160], [-1.5471, 1.7979, 1.1777], [-1.9764, 2.1439, -0.3595], [-0.0853, -2.2543, -1.6166], [2.4701, 0.8036, -0.1983], [1.6496, 0.7345, -1.7823], [0.9017, 1.6276, -0.4225], [0.5065, -1.2077, 1.9747], [0.3908, 0.6261, 2.0147], [-1.0984, -0.4195, 2.2023]], "mulliken_charge": [-0.654, -1.062, -0.846, 0.218, 0.692, -0.453, -0.531, -0.795, 0.321, 0.371, 0.207, 0.227, 0.245, 0.314, 0.377, 0.372, 0.321, 0.305, 0.371], "multiplicity": 1, "homo_energy_ev": [-7.85, -7.27]}

Record 12
{"formula": "C4H11N3O", "method": "ωB97M-V with the def2-TZVPD basis set", "species": ["C", "N", "C", "N", "C", "N", "C", "O", "H", "H", "H", "H", "H", "H", "H", "H", "H", "H", "H"], "coordinates": [[-1.2421, -0.2124, -0.2203], [0.0616, -0.0728, -0.8285], [0.2484, 0.7578, -2.0459], [1.0950, 1.8945, -1.7483], [-1.0770, -1.1217, 1.0045], [-0.1759, -0.5434, 2.0024], [1.1504, -0.8673, 2.1550], [1.6150, -1.9096, 1.7842], [-2.1267, -0.4226, -0.8330], [-1.3835, 0.8202, 0.1823], [0.7435, -0.8179, -0.8249], [-0.6510, 1.1277, -2.5163], [0.6511, 0.0957, -2.8225], [1.9411, 1.6712, -1.2471], [0.6611, 2.6321, -1.2100], [-0.6394, -2.0794, 0.7045], [-2.0268, -1.2787, 1.5143], [-0.4513, 0.4220, 2.1590], [1.6065, -0.0953, 2.7906]], "mulliken_charge": [-0.508, -0.135, -0.673, -0.595, -0.746, -0.187, 0.134, -0.541, 0.305, 0.284, 0.264, 0.380, 0.349, 0.232, 0.225, 0.366, 0.315, 0.215, 0.315], "multiplicity": 1, "homo_energy_ev": -8.55, "smiles": "NCNCCNC=O"}

Record 13
{"formula": "C4H11N3O", "method": "ωB97M-V with the def2-TZVPD basis set", "species": ["O", "C", "N", "C", "C", "N", "C", "N", "H", "H", "H", "H", "H", "H", "H", "H", "H", "H", "H"], "coordinates": [[-0.2717, 2.2452, -1.1714], [-0.3947, 1.5066, -0.1764], [-1.6805, 1.3236, 0.3711], [0.9200, 0.7917, 0.4418], [1.9916, 0.8541, -0.7876], [0.7330, -0.6682, 0.6337], [-0.2426, -1.4873, -0.1544], [-1.6700, -1.5033, 0.4940], [-1.8331, 0.5081, 1.0010], [-2.5475, 1.5798, -0.0566], [1.4866, 1.3336, 1.2439], [1.9816, -0.1524, -1.3190], [1.6220, 1.5059, -1.6218], [3.0931, 1.0523, -0.4512], [0.8583, -1.1135, 1.5938], [0.2517, -2.5446, -0.4742], [-0.3554, -1.0258, -1.0914], [-1.7085, -1.9374, 1.4474], [-2.2342, -2.2684, 0.0772]], "mulliken_charge": [-0.619, 0.399, -0.433, 0.053, -1.012, -0.299, -0.729, -0.562, 0.289, 0.235, 0.429, 0.250, 0.303, 0.287, 0.255, 0.286, 0.390, 0.227, 0.250], "multiplicity": 1, "homo_energy_ev": -8.58, "smiles": "C[C@H](NCN)C(N)=O"}

Energy relative to the best compared isomer or geometry (same formula, charge and spin): 50.7, 28.6, 102.8, 143.9, 116.4, 68.6, 76.1, 30.0, 128.7, 97.7, 170.8, 37.6, 63.5 (kcal/mol)